Entry 1:
24
Properties=species:S:1:pos:R:3:forces:R:3 method="wB97M-V/def2-TZVPD" homo_ev="-7.3 / -6.7" relative_energy_kcal_mol=121.0 energy_ha=-459.68607
C 0.48694 -0.44113 0.03792 1.2 0.9 0.1
C 0.36049 -1.07754 -1.31261 0.2 0.1 0.1
C 0.74942 -1.36697 1.18639 0.3 0.2 -0.1
C -2.63262 0.47434 -0.85979 -0.1 0.2 -0.1
N 0.19065 0.83949 0.16194 -1.2 -1.1 -0.2
C 2.66789 0.58651 -0.08438 1.3 -0.6 -0.1
C -1.88330 0.28628 0.40125 -0.8 0.5 0.3
N 2.79955 1.73247 -0.78027 -0.2 0.0 0.0
C -2.32447 0.19593 1.63938 0.1 0.2 0.0
O 3.57501 -0.09063 0.33832 -0.4 0.3 -0.1
H 0.35187 1.15562 1.11845 -0.2 -0.2 0.1
H 1.97019 2.22071 -1.07299 0.0 -0.1 0.0
H 3.71498 2.10227 -1.02064 -0.2 -0.1 0.1
H -0.41970 -1.84186 -1.30284 0.0 0.0 0.0
H 0.13621 -0.33538 -2.07617 0.0 0.0 0.0
H 1.30228 -1.57643 -1.55875 -0.1 0.0 0.0
H 1.77631 -1.73449 1.09452 0.0 0.0 0.0
H 0.07496 -2.22463 1.16312 -0.1 0.1 0.0
H 0.66050 -0.85965 2.14707 0.0 0.0 -0.1
H -2.23992 1.33028 -1.41462 0.0 -0.1 0.0
H -2.56148 -0.40311 -1.50891 0.1 0.1 0.0
H -3.70180 0.65588 -0.67216 0.1 0.0 0.1
H -1.66834 0.05424 2.49386 0.0 0.1 -0.1
H -3.38560 0.31777 1.88195 0.1 -0.2 -0.1

=====

Entry 2:
27
Properties=species:S:1:pos:R:3:forces:R:3 method="wB97M-V/def2-TZVPD" homo_ev=-13.4 charge=+1 relative_energy_kcal_mol=51.0 energy_ha=-1274.33870
C -1.72465 2.07589 -0.44282 1.8 -1.0 1.0
C -3.76557 -0.45961 0.55173 -1.3 0.3 0.9
C -3.00160 2.38853 0.27076 -1.6 -2.8 -1.6
C 3.19572 0.84829 -0.18202 -0.8 2.2 1.3
C 2.47620 -2.26625 0.12107 -2.7 -2.0 1.6
C 2.06311 0.15331 0.64856 -0.5 4.5 -0.2
C 1.54763 -1.05437 0.07295 -1.1 -1.0 -3.4
N -1.17243 0.92415 -0.57150 -1.2 0.3 -0.4
N -2.95662 -1.45857 0.24459 0.5 4.6 -0.8
O -3.73329 0.91675 0.69254 0.8 0.6 -0.5
O -1.06878 -1.26050 -1.68613 -0.5 0.8 -2.2
P -1.51291 -0.71429 -0.32949 1.3 -0.5 2.7
S -0.06740 -1.48344 0.94945 -0.3 0.2 0.0
H -1.02231 2.92544 -0.70299 -1.2 -0.6 0.1
H -4.81699 -0.69940 0.89492 1.3 -0.1 -0.4
H -2.92333 3.02643 1.14879 0.1 -0.6 0.3
H -3.79326 2.80772 -0.41051 0.8 -0.5 0.6
H 2.85150 1.88480 -0.58130 0.4 -2.1 0.2
H 4.09650 1.11157 0.38267 -0.3 -0.3 0.3
H 3.51869 0.17782 -0.91070 0.5 -0.7 -1.8
H 3.29023 -2.31957 -0.51936 1.5 0.8 -1.5
H 1.83441 -3.18043 -0.22975 1.3 1.3 1.2
H 2.91615 -2.35840 1.16569 -0.9 -0.3 -1.1
H 1.17926 0.87366 0.56126 1.2 -0.7 0.6
H 2.28927 0.07284 1.68374 0.4 -0.2 1.0
H 1.23413 -0.74006 -1.02264 0.6 -1.2 1.9
H -0.93367 -2.19231 -1.79953 0.0 -1.0 0.0

=====

Entry 3:
26
Properties=species:S:1:pos:R:3:forces:R:3 method="wB97M-V/def2-TZVPD" homo_ev=-9.6 relative_energy_kcal_mol=62.1 energy_ha=-610.30659
C 3.70443 0.30309 0.97369 -0.7 -1.1 1.0
C 2.49198 0.42456 0.11687 -0.7 4.1 -0.7
O 2.18182 -0.66229 -0.65427 0.7 -1.5 0.3
C 1.02164 -0.64717 -1.44390 1.0 0.4 -2.0
N -0.23213 -0.63334 -0.82973 -1.1 0.6 2.0
C -0.68190 -1.71759 0.08796 1.7 -1.0 -4.3
O -2.03016 -1.89793 -0.14314 -1.5 0.2 0.1
C -2.70340 -0.77882 0.42566 1.6 -0.9 1.1
N -1.97040 0.44318 0.14095 -2.5 -0.6 1.5
C -2.78089 1.60574 0.28352 -1.2 0.5 -1.7
C -0.91885 0.57166 -0.65426 2.1 0.2 -2.1
O -0.60750 1.64060 -1.20073 0.1 -1.3 0.6
H 3.49941 -0.47806 1.73604 0.4 0.5 -0.1
H 4.41716 -0.11717 0.29423 1.2 0.1 0.0
H 3.98957 1.27786 1.44629 -0.2 -1.0 -0.6
H 1.62308 0.76024 0.63741 -0.9 -0.1 1.1
H 2.65900 1.39594 -0.47092 0.0 -1.3 -0.3
H 1.06289 0.24829 -2.13909 -0.1 -1.1 0.6
H 1.11670 -1.60996 -1.96631 0.0 0.4 -0.3
H -0.09333 -2.62627 -0.24862 -0.9 0.8 0.5
H -0.43958 -1.51929 1.07008 0.3 0.6 2.4
H -3.74908 -0.66409 0.18499 -0.2 -0.3 -1.1
H -2.72452 -0.97397 1.50809 0.2 0.4 0.2
H -2.02672 2.34821 0.04901 -0.9 1.0 -0.3
H -3.11705 1.77187 1.29721 -0.4 -0.3 0.2
H -3.69218 1.53472 -0.50104 1.9 0.6 1.8

=====

Entry 4:
27
Properties=species:S:1:pos:R:3:forces:R:3 method="wB97M-V/def2-TZVPD" homo_ev=-8.6 relative_energy_kcal_mol=78.7 energy_ha=-685.50343
C 2.89090 0.48488 -0.41338 -0.8 -2.2 -1.6
C -1.49006 -0.97454 -0.27650 -0.3 -3.1 2.1
C -1.01544 1.13168 -0.73433 -1.0 -2.1 -1.3
C 3.98638 0.79467 0.55868 2.1 1.2 -1.2
C -2.91827 -1.73722 -0.51511 3.2 2.6 -0.2
C -0.71316 -1.55823 0.91788 -0.8 0.0 2.3
C -1.27104 2.84850 0.73057 -1.3 1.3 -1.9
N -0.55712 -0.94682 -1.39998 -2.1 2.8 -1.3
N -0.31241 0.45828 -1.62078 -0.6 2.0 1.6
O 2.70146 -0.64848 -0.93572 0.5 2.6 1.5
O -1.80373 0.36424 0.11424 1.2 0.8 -1.9
O 2.11714 1.52905 -0.66777 -2.5 -1.4 -2.1
O -1.25166 2.42543 -0.67681 0.0 -0.3 0.4
H 3.67556 1.50421 1.28829 -0.7 -0.1 1.2
H 4.81323 1.45387 0.13376 -1.1 -0.8 -0.5
H 4.58134 -0.04179 0.89300 -0.6 -0.5 0.4
H -3.46151 -1.28690 0.30157 -0.7 -0.9 0.3
H -2.72732 -2.79005 -0.59579 -0.4 -0.5 0.4
H -3.25952 -1.31946 -1.44513 -0.5 -0.1 -0.5
H 0.12053 -0.84082 1.19761 -1.1 -0.7 -0.1
H -0.22391 -2.48361 0.69406 0.3 -0.6 -0.6
H -1.38561 -1.85267 1.85571 1.3 1.1 -1.9
H -0.27580 2.74706 0.94775 2.3 0.3 1.5
H -1.91472 2.30333 1.34156 -0.8 -1.6 0.7
H -1.70229 3.83863 0.79173 0.6 0.5 -0.5
H 0.35269 -1.30402 -1.33003 1.4 -1.1 0.9
H 1.18155 1.14293 -1.38947 2.5 0.6 2.2

=====

Entry 5:
28
Properties=species:S:1:pos:R:3:forces:R:3 method="wB97M-V/def2-TZVPD" homo_ev=-9.5 relative_energy_kcal_mol=30.1 energy_ha=-760.83714
C 3.47907 0.27465 -0.36115 -0.9 -0.5 -0.1
C 2.05219 0.60669 0.14048 1.0 0.8 0.4
O 1.44832 1.38914 -0.89944 -1.3 -1.7 -0.5
C 1.19386 -0.66553 0.42794 2.5 -0.6 0.5
N 0.69341 -1.26030 -0.76470 -0.7 -0.7 -1.7
C 0.24335 -0.30157 1.48828 -0.9 1.2 3.1
O 0.70142 -0.06382 2.63159 -1.1 -0.8 -2.2
N -1.09748 -0.15214 1.21388 1.4 -0.8 -0.1
C -1.68815 0.14446 -0.07725 0.3 3.0 0.9
C -2.91454 -0.61825 -0.27527 -1.6 -0.8 -0.2
O -2.61660 -2.01694 -0.40892 1.8 1.2 0.6
C -1.96359 1.73789 0.00097 -2.3 -2.2 1.4
O -3.09622 2.09520 0.32110 2.5 0.4 -0.9
O -0.84687 2.44013 -0.03200 -2.2 1.7 0.5
H 3.88034 1.25367 -0.59540 0.6 -0.1 -0.2
H 4.07892 -0.26101 0.38413 -0.1 0.3 -0.1
H 3.43777 -0.36025 -1.29030 0.0 0.7 0.8
H 2.06947 1.30562 1.03694 0.2 -1.3 -0.9
H 0.98237 0.63077 -1.36173 0.5 1.0 -0.4
H 1.90506 -1.39536 0.88115 -0.4 0.7 0.3
H 1.42109 -1.74861 -1.30500 -0.6 0.2 0.6
H -0.11191 -1.89387 -0.60782 0.8 0.5 -0.2
H -1.69060 -0.05742 2.03029 0.1 0.3 -0.1
H -1.01248 0.08872 -0.90555 0.5 -0.8 -0.1
H -3.63929 -0.43580 0.56306 0.6 -0.1 -0.7
H -3.33829 -0.30470 -1.22209 -0.5 0.4 -0.1
H -3.43836 -2.42434 -0.54363 -1.6 -1.2 -0.3
H -0.13225 1.99298 -0.46957 1.5 -0.7 -0.4

=====

Entry 6:
28
Properties=species:S:1:pos:R:3:forces:R:3 method="wB97M-V/def2-TZVPD" homo_ev=-9.7 relative_energy_kcal_mol=49.9 energy_ha=-760.80550
C 3.63030 -1.15530 -0.51608 0.7 1.6 2.9
C 2.20440 -0.84667 -0.02871 -1.9 -2.5 -2.2
O 2.09435 -0.67713 1.34630 -0.6 -1.4 0.5
C 1.48353 0.34098 -0.73999 3.3 -0.2 0.5
N 1.99292 1.56581 -0.15267 1.0 -0.6 1.3
C 0.02542 0.37901 -0.69122 -2.7 2.2 -0.9
O -0.49633 1.34417 -1.30322 -0.1 -2.3 0.8
N -0.61442 -0.46746 0.18668 1.2 1.0 -2.3
C -1.96232 -0.35528 0.57744 -2.4 1.7 -0.7
C -2.59547 1.12456 0.84260 2.1 -2.8 4.6
O -2.89786 1.91417 -0.13681 -3.4 2.0 -1.6
C -3.03736 -1.10802 -0.29907 1.0 0.7 0.5
O -2.90667 -1.61022 -1.37033 1.3 -0.4 -1.0
O -4.25304 -1.08092 0.23270 -1.7 -0.9 -0.7
H 4.21897 -0.38736 0.13483 -0.3 -0.8 -2.1
H 3.74616 -1.17953 -1.57598 0.1 0.9 -0.8
H 4.10093 -2.08786 -0.20072 -0.8 -0.3 0.4
H 1.53456 -1.74135 -0.25364 0.9 0.8 0.2
H 2.53526 0.12322 1.52689 1.0 1.7 0.7
H 1.88804 0.44158 -1.74935 -0.7 -0.6 -0.3
H 1.97042 2.31191 -0.78147 -0.2 1.3 -0.8
H 1.64260 1.84429 0.75135 -0.4 0.0 -0.1
H 0.05083 -0.61660 0.90309 0.4 -1.0 1.2
H -1.96633 -0.73098 1.56493 -0.5 -0.8 1.0
H -1.90327 1.66404 1.56393 -0.3 -0.9 -0.3
H -3.46674 0.82078 1.38700 -0.7 0.2 0.6
H -2.22531 1.73368 -0.72112 2.7 0.3 -3.3
H -4.79359 -1.56352 -0.49736 1.0 1.1 1.8

=====

Entry 7:
32
Properties=species:S:1:pos:R:3:forces:R:3 method="wB97M-V/def2-TZVPD" homo_ev=-8.0 energy_ha=-1917.10875
O -0.53795 -3.30446 3.39837 2.7 -1.6 3.9
O 1.00732 -4.51369 1.19842 -0.5 2.0 0.1
N 0.57820 1.69263 1.05146 0.6 1.2 0.4
O -1.73941 -3.97812 1.33788 1.5 -0.6 -0.9
O -2.22027 -1.73916 2.52588 0.1 -1.2 -0.4
O 2.60890 -2.66382 0.33134 -2.9 1.0 1.9
O 2.09522 -2.95290 2.83972 -0.4 0.4 0.8
S 0.11653 0.53999 -1.17774 0.4 -0.1 -0.4
C 0.50115 0.52244 0.47123 -0.9 2.8 1.2
C 0.43008 2.76013 0.16538 0.6 -3.9 0.3
C 0.23130 2.24439 -1.05690 -0.4 3.1 -1.8
N 0.48428 -0.44063 1.37636 -0.7 -6.7 1.2
C 0.36258 2.79598 -3.57599 0.8 1.5 0.7
C -1.69152 3.28988 -2.13553 1.3 -0.6 -1.2
C -0.18497 3.17823 -2.14555 0.8 0.8 -1.2
C 0.10402 -1.95623 1.21883 1.0 3.7 -3.4
P -1.05126 -2.82475 2.16784 -6.0 1.7 0.1
P 1.42034 -3.07680 1.45402 4.4 -3.4 -4.2
H -0.98610 -4.65712 1.17155 -1.2 1.1 0.2
H -2.77094 -2.10258 3.26638 0.7 0.5 -0.9
H 3.27309 -3.32886 0.38241 1.0 -1.0 0.0
H 1.32645 -3.36830 3.31507 0.4 0.2 1.2
H 0.50659 3.78354 0.45251 0.0 0.3 0.2
H 0.59479 -0.13190 2.31817 0.0 0.2 0.4
H 0.12129 1.83311 -4.00174 0.1 -0.8 0.6
H -0.05023 3.45192 -4.34612 0.0 0.4 0.2
H 1.47314 2.99247 -3.53075 -1.1 -0.6 -0.4
H -1.87262 4.04031 -2.83779 -1.0 1.5 -1.0
H -1.96743 2.38263 -2.60685 -1.3 -1.1 0.0
H -2.14229 3.48859 -1.20326 -0.4 0.0 1.0
H 0.18215 4.25031 -1.97106 0.1 -1.6 0.2
H -0.20245 -2.20724 0.14646 0.4 0.8 1.1

=====

Entry 8:
26
Properties=species:S:1:pos:R:3:forces:R:3 method="wB97M-V/def2-TZVPD" homo_ev=-12.8 charge=+1 relative_energy_kcal_mol=88.0 energy_ha=-589.50056
C -2.83543 -1.38305 -0.16020 0.3 1.7 -2.0
C -2.67243 -0.45139 -1.21597 0.0 -1.3 1.7
C -1.42253 -0.42559 -2.20422 -2.6 -0.7 -1.5
N -0.34269 0.51922 -1.80217 1.3 -1.9 0.9
C 0.74251 -0.12292 -1.07312 0.6 0.9 0.0
N 1.28179 -1.45818 -1.30330 -1.1 1.5 0.6
N 1.34497 0.59552 -0.12210 -0.8 -1.3 -1.1
C 2.49360 0.12485 0.70375 1.6 0.5 1.2
C 2.53748 0.80492 2.17770 1.2 -0.3 -0.8
O 1.66402 0.14861 3.12974 -1.4 1.1 -1.2
C 0.29196 0.39699 2.85136 -2.0 2.0 0.4
O -0.39518 1.30909 3.32303 2.9 -3.0 -1.2
H -3.44327 -1.04546 0.74493 0.3 -1.1 -1.7
H -2.41400 -2.45075 -0.22500 -0.1 2.0 0.5
H -3.51248 0.30968 -1.40669 1.9 -0.6 0.8
H -1.82336 -0.05167 -3.21881 0.8 -0.6 1.5
H -1.09098 -1.49978 -2.38188 -0.1 1.4 0.3
H -0.00189 1.07626 -2.60198 -0.1 -0.3 0.8
H 0.56783 -2.19372 -1.26658 0.4 0.5 -0.3
H 1.87179 -1.51139 -2.14236 -0.5 0.1 0.4
H 1.01292 1.56273 0.05497 0.1 -0.9 -0.3
H 2.53140 -0.99571 0.87859 -0.5 1.5 -0.7
H 3.45209 0.45094 0.14965 -1.4 -0.6 0.9
H 3.60701 0.60373 2.55435 -1.8 0.3 -0.5
H 2.41028 1.93718 2.12713 -0.2 -1.4 0.2
H -0.20174 -0.29869 2.07300 1.0 0.5 1.2